C14H37GaIN2O5S | ωB97M-V with the def2-TZVPD basis set

Properties
gap between HOMO and LUMO = 7.273 eV
charge = -1
E_tot = -3661.9359 a.u.
highest occupied orbital energy = -4.8520 eV
strongest force on any atom = 1.00 eV/A
lowest unoccupied orbital energy = 2.42 eV

Element x y z (Å)
1 I 0.35181 -0.69773 0.81171
2 Ga 1.78325 -3.79427 -2.47493
3 S 3.21827 0.90443 -3.14483
4 O 2.44023 0.74308 -1.96619
5 O 4.22201 1.92732 -3.12037
6 O -5.04697 0.61119 -0.57781
7 O 2.25686 1.22980 -4.37841
8 O -0.45934 1.14672 5.85447
9 N -3.07992 -0.79792 -2.17081
10 N 0.18222 2.11122 3.19163
11 C -0.03678 -2.52410 -0.29563
12 C 0.62099 0.59327 6.57865
13 C 1.99081 2.82818 4.64372
14 C 0.49083 2.90890 4.37806
15 C 3.02530 -3.03407 -3.93837
16 C -4.51760 1.42281 0.45355
17 C -2.23182 1.45883 -1.83632
18 C -0.37234 2.53153 5.59135
19 C -4.75234 1.03258 -1.89552
20 C 2.83695 -1.56601 -4.35936
21 C 0.40332 -2.43934 -1.76982
22 C 3.86966 -0.66580 -3.65491
23 C -3.36627 0.61667 -2.40997
24 C 0.51815 -3.65907 0.52806
25 H -4.89422 2.11914 -1.98525
26 H -5.50930 0.55528 -2.52469
27 H 0.69838 -1.41668 -1.97553
28 H -5.16023 1.30257 1.32614
29 H 4.04605 -3.17266 -3.59652
30 H 0.93453 -4.99563 -3.17304
31 H 1.01332 1.30164 7.31554
32 H -3.50734 1.11356 0.73135
33 H -3.37834 0.77005 -3.49419
34 H 4.20296 -1.12806 -2.73646
35 H -4.51018 2.47897 0.16618
36 H 0.08564 -3.61948 1.52554
37 H 0.24655 -0.28542 7.10342
38 H 1.59394 -3.61505 0.62944
39 H 2.34709 1.79878 4.64498
40 H -1.99836 1.18358 -0.80878
41 H 2.70745 -4.47658 -1.34136
42 H -0.50030 -2.59060 -2.34989
43 H -0.79207 2.24256 2.93474
44 H 3.05361 -1.47636 -5.42100
45 H -1.11488 -2.61631 -0.27855
46 H 4.69122 -0.42934 -4.31532
47 H 2.53637 3.35308 3.86069
48 H 1.82820 -1.19858 -4.21514
49 H 0.23249 -4.60811 0.08367
50 H 2.91137 -3.64581 -4.82748
51 H 0.24275 1.12814 3.44733
52 H -3.77578 -1.37138 -2.63927
53 H 1.42744 0.27167 5.91585
54 H -2.48021 2.52353 -1.86254
55 H 2.25015 3.28463 5.60232
56 H -1.39908 2.84873 5.38869
57 H -1.31966 1.30940 -2.41278
58 H -0.03948 3.06748 6.49216
59 H -3.21208 -0.98645 -1.18055
60 H 1.93925 2.13849 -4.21389
61 H 0.25547 3.95298 4.14619

***

C36H28F6IrN5O7S5Si | ωB97M-V with the def2-TZVPD basis set

Properties
gap between HOMO and LUMO (spin up / spin down) = 6.677 / 5.663 eV
charge = -2
expectation value of S² = 6.02
E_tot = -5173.0764 a.u.
spin multiplicity = 5
highest occupied orbital energy (spin up / spin down) = -2.7233 / -3.4009 eV
ΔE to the lowest compared entry with this formula, charge and spin = 69.00 kcal per mole
strongest force on any atom = 3.20 eV/A
lowest unoccupied orbital energy (spin up / spin down) = 3.95 / 2.26 eV

Element x y z (Å)
1 Ir 0.16882 0.84721 0.50506
2 S 1.35814 -0.52220 -3.16526
3 S -4.61562 0.80093 -3.04219
4 S -5.13184 -0.83367 -0.90349
5 S -1.68677 1.17517 2.19476
6 S 0.61728 3.10193 0.48198
7 Si 2.60490 -0.89312 2.16769
8 F -1.07097 1.19343 -0.86330
9 F -7.11504 -2.51355 -0.82259
10 F -3.21074 2.94888 -2.55723
11 F -5.31153 3.28810 -2.35963
12 F -6.57278 -2.09391 -2.80960
13 F -7.83375 -0.65586 -1.61428
14 O -3.75471 0.84686 -4.17145
15 O 2.76504 -0.14509 -3.11815
16 O 1.06225 -1.66555 -3.93463
17 O -5.63142 0.15799 -0.02869
18 O 1.64201 0.28807 1.68940
19 O -6.04284 0.91200 -3.20339
20 O -4.51430 -2.02393 -0.35449
21 N 0.75173 -0.54437 -1.69462
22 N -0.39297 -1.12219 0.20486
23 N -0.39724 -2.60412 -1.59713
24 N -1.74812 4.16477 -5.59550
25 N -4.14017 -0.34680 -2.11406
26 C 2.56837 -2.49125 1.13653
27 C -1.33296 -3.31737 -0.91695
28 C -6.75076 -1.53402 -1.63536
29 C 4.29327 -0.15764 2.10441
30 C -1.90093 2.84963 1.75672
31 C 2.12963 -1.50051 3.89274
32 C 2.15503 -3.32576 5.56888
33 C -0.81248 3.64956 1.29081
34 C 4.32330 0.98046 1.28421
35 C 6.68916 1.14258 1.58016
36 C 1.21738 -0.84916 4.77480
37 C -3.30272 4.75555 1.82201
38 C -1.89138 -2.94017 0.27912
39 C -3.13470 3.40945 1.91274
40 C -1.02123 2.99633 -5.08119
41 C -4.33881 2.37410 -2.21621
42 C 0.85095 -1.41184 5.98248
43 C -0.49822 3.06643 -3.78520
44 C 2.58493 -4.89221 0.75660
45 C 5.56678 1.63633 0.99884
46 C 0.02887 -1.45172 -1.09438
47 C 0.27621 2.04088 -3.25018
48 C 1.33389 -2.64372 6.40840
49 C 3.17873 -3.48423 -1.06464
50 C -1.36073 -1.84118 0.81884
51 C 0.49857 0.88819 -3.95470
52 C 3.00276 -4.77274 -0.52228
53 C -2.22976 5.57205 1.55573
54 C 6.66886 0.00016 2.37570
55 C 2.30075 -3.77105 1.56098
56 C 0.03094 0.82200 -5.26722
57 C 2.94419 -2.36913 -0.23449
58 C 2.55344 -2.72429 4.35478
59 C -1.02932 5.00310 1.28400
60 C 5.47874 -0.69249 2.63048
61 C -0.77558 1.85612 -5.82889
62 H -0.12057 5.64303 1.08560
63 H 0.66377 0.02691 4.41754
64 H -4.20404 5.29584 2.04977
65 H 3.02312 -1.39805 -0.79193
66 H -2.64382 3.90357 -6.00054
67 H -1.55551 -4.22875 -1.48285
68 H 3.37839 1.40116 0.94700
69 H 5.50352 -1.55153 3.31001
70 H -4.00352 2.79143 2.11323
71 H -2.38713 6.67182 1.45104
72 H 0.14487 -0.87584 6.56299
73 H 0.40722 2.04070 -2.19358
74 H 5.67964 2.53991 0.36577
75 H -1.98456 4.71742 -4.80026
76 H -1.93510 -1.42822 1.64911
77 H 2.49057 -4.36513 5.71617
78 H -2.71399 -3.33738 0.76080
79 H 7.59813 1.67272 1.51192
80 H 0.03850 -0.09548 -5.82378
81 H 3.22995 -5.60725 -1.13958
82 H 3.39170 -3.38193 -2.14913
83 H 3.16000 -3.41560 3.81310
84 H 0.89706 -3.15669 7.26606
85 H 7.62416 -0.22951 2.93408
86 H 1.97147 -3.92717 2.58524
87 H -0.82553 3.84762 -3.14906
88 H 2.35168 -5.84869 1.22281
89 H -1.27450 1.66171 -6.80385

***

Question: What is the formula in the second record?
Answer: C36H28F6IrN5O7S5Si

***

Please write out number 1 again, unchanged.
C14H37GaIN2O5S | ωB97M-V with the def2-TZVPD basis set

Properties
gap between HOMO and LUMO = 7.273 eV
charge = -1
E_tot = -3661.9359 a.u.
highest occupied orbital energy = -4.8520 eV
strongest force on any atom = 1.00 eV/A
lowest unoccupied orbital energy = 2.42 eV

Element x y z (Å)
1 I 0.35181 -0.69773 0.81171
2 Ga 1.78325 -3.79427 -2.47493
3 S 3.21827 0.90443 -3.14483
4 O 2.44023 0.74308 -1.96619
5 O 4.22201 1.92732 -3.12037
6 O -5.04697 0.61119 -0.57781
7 O 2.25686 1.22980 -4.37841
8 O -0.45934 1.14672 5.85447
9 N -3.07992 -0.79792 -2.17081
10 N 0.18222 2.11122 3.19163
11 C -0.03678 -2.52410 -0.29563
12 C 0.62099 0.59327 6.57865
13 C 1.99081 2.82818 4.64372
14 C 0.49083 2.90890 4.37806
15 C 3.02530 -3.03407 -3.93837
16 C -4.51760 1.42281 0.45355
17 C -2.23182 1.45883 -1.83632
18 C -0.37234 2.53153 5.59135
19 C -4.75234 1.03258 -1.89552
20 C 2.83695 -1.56601 -4.35936
21 C 0.40332 -2.43934 -1.76982
22 C 3.86966 -0.66580 -3.65491
23 C -3.36627 0.61667 -2.40997
24 C 0.51815 -3.65907 0.52806
25 H -4.89422 2.11914 -1.98525
26 H -5.50930 0.55528 -2.52469
27 H 0.69838 -1.41668 -1.97553
28 H -5.16023 1.30257 1.32614
29 H 4.04605 -3.17266 -3.59652
30 H 0.93453 -4.99563 -3.17304
31 H 1.01332 1.30164 7.31554
32 H -3.50734 1.11356 0.73135
33 H -3.37834 0.77005 -3.49419
34 H 4.20296 -1.12806 -2.73646
35 H -4.51018 2.47897 0.16618
36 H 0.08564 -3.61948 1.52554
37 H 0.24655 -0.28542 7.10342
38 H 1.59394 -3.61505 0.62944
39 H 2.34709 1.79878 4.64498
40 H -1.99836 1.18358 -0.80878
41 H 2.70745 -4.47658 -1.34136
42 H -0.50030 -2.59060 -2.34989
43 H -0.79207 2.24256 2.93474
44 H 3.05361 -1.47636 -5.42100
45 H -1.11488 -2.61631 -0.27855
46 H 4.69122 -0.42934 -4.31532
47 H 2.53637 3.35308 3.86069
48 H 1.82820 -1.19858 -4.21514
49 H 0.23249 -4.60811 0.08367
50 H 2.91137 -3.64581 -4.82748
51 H 0.24275 1.12814 3.44733
52 H -3.77578 -1.37138 -2.63927
53 H 1.42744 0.27167 5.91585
54 H -2.48021 2.52353 -1.86254
55 H 2.25015 3.28463 5.60232
56 H -1.39908 2.84873 5.38869
57 H -1.31966 1.30940 -2.41278
58 H -0.03948 3.06748 6.49216
59 H -3.21208 -0.98645 -1.18055
60 H 1.93925 2.13849 -4.21389
61 H 0.25547 3.95298 4.14619